DFT (ωB97M-V/def2-TZVPD) results for a cluster of 12 separate species, C28H82N2O12 in total.

Its net charge is 0. Its HOMO energy is -9.4 eV. The structure (SMILES) is COC[C@H](C)N.COC[C@H](C)N.CCO.CCO.CCO.CCO.CCO.CCO.CCO.CCO.CCO.CCO. The value obtained for the maximum force is 2.35 eV/Å.

Atoms and positions in Å:
1 C -2.71608 -1.79073 -2.28423
2 O -3.18138 -3.02933 -1.84121
3 C -4.53392 -3.20935 -2.23314
4 C -4.94105 -4.63909 -1.88306
5 C -4.86444 -4.99215 -0.40825
6 N -4.34440 -5.69813 -2.69056
7 H -3.35372 -0.96413 -1.97850
8 H -2.73155 -1.82040 -3.38880
9 H -1.66832 -1.66988 -2.01405
10 H -5.13528 -2.50502 -1.64622
11 H -4.66791 -3.00393 -3.29907
12 H -6.01986 -4.65676 -2.10479
13 H -5.40835 -5.93374 -0.30500
14 H -5.35025 -4.20579 0.19298
15 H -3.84023 -5.08499 -0.01203
16 H -4.45538 -5.53598 -3.68454
17 H -3.35275 -5.80099 -2.48093
18 C 0.48162 1.85934 6.37393
19 O 1.31673 1.00783 5.65665
20 C 1.38166 -0.36888 6.10743
21 C 2.05891 -1.30134 5.11578
22 C 1.35037 -1.30747 3.72576
23 N 2.17081 -2.51619 5.90983
24 H 0.64602 1.87550 7.45902
25 H -0.55745 1.54837 6.21204
26 H 0.58412 2.86919 5.96071
27 H 1.89003 -0.38590 7.06412
28 H 0.35181 -0.72981 6.30477
29 H 3.11032 -0.95468 4.96899
30 H 1.46876 -0.27851 3.36992
31 H 0.27901 -1.50944 3.76992
32 H 1.78645 -1.97476 2.99480
33 H 1.27247 -2.94982 6.06288
34 H 2.82765 -3.20977 5.56638
35 C 0.97147 4.64719 -2.98588
36 C 0.79022 5.51547 -1.73611
37 O -0.57861 5.56230 -1.26367
38 H 0.78038 3.61648 -2.70822
39 H 2.03304 4.69329 -3.25321
40 H 0.42067 4.96434 -3.86295
41 H 0.94768 6.57097 -1.98518
42 H 1.52794 5.25130 -0.95889
43 H -0.78084 4.68938 -0.87393
44 C 3.83000 0.53299 -4.23121
45 C 3.48492 -0.82497 -4.78418
46 O 2.69847 -1.64138 -3.94260
47 H 2.89954 1.07477 -4.05476
48 H 4.47825 1.09288 -4.90963
49 H 4.35410 0.46976 -3.27636
50 H 4.40285 -1.38536 -4.96351
51 H 2.98719 -0.70565 -5.75516
52 H 1.88220 -1.14909 -3.77229
53 C 4.48796 0.62030 1.86131
54 C 5.08079 1.82470 1.21854
55 O 6.37737 1.49053 0.79529
56 H 4.42238 -0.18679 1.12068
57 H 3.49431 0.75748 2.26995
58 H 5.20937 0.28615 2.61662
59 H 5.12503 2.64994 1.94337
60 H 4.46028 2.15219 0.38309
61 H 6.75388 2.24849 0.33086
62 C -4.54063 0.91131 2.37727
63 C -3.04353 0.65830 2.52126
64 O -2.39488 1.81342 3.05670
65 H -4.71674 1.75704 1.71287
66 H -4.98810 1.13767 3.34533
67 H -5.05396 -0.00183 2.03931
68 H -2.63669 0.46471 1.54190
69 H -2.87511 -0.18929 3.18930
70 H -1.51358 1.55165 3.33183
71 C -2.63171 3.14560 -2.53327
72 C -2.34111 2.35730 -1.24491
73 O -1.12802 2.82286 -0.76138
74 H -3.58882 2.78775 -2.91912
75 H -1.88391 2.93347 -3.29155
76 H -2.67243 4.22619 -2.36777
77 H -2.31026 1.27982 -1.42562
78 H -3.14968 2.52589 -0.51991
79 H -0.88617 2.31064 0.04274
80 C -1.46517 -4.09954 1.15199
81 C -1.88406 -2.61037 1.34927
82 O -3.23310 -2.29567 1.04418
83 H -1.41006 -4.45098 0.10824
84 H -2.04818 -4.86721 1.67585
85 H -0.43169 -4.11563 1.48502
86 H -1.19390 -1.94886 0.80133
87 H -1.74343 -2.32713 2.40189
88 H -3.49463 -2.81367 0.27044
89 C -0.60152 1.47259 -5.47535
90 C -1.01027 0.24289 -4.72317
91 O 0.02250 -0.72636 -4.59717
92 H -1.38834 2.22695 -5.54519
93 H -0.22524 1.24118 -6.47524
94 H 0.28323 1.84949 -4.96696
95 H -1.85857 -0.27786 -5.19110
96 H -1.37792 0.47268 -3.69491
97 H 0.02648 -1.18178 -5.45567
98 C 1.93086 -3.01238 0.00336
99 C 3.37427 -3.14153 -0.61665
100 O 3.39161 -3.82743 -1.87444
101 H 1.20008 -2.43291 -0.57077
102 H 2.08460 -2.46399 0.93551
103 H 1.45524 -3.97930 0.17598
104 H 4.07354 -3.69243 0.02915
105 H 3.79713 -2.13307 -0.72711
106 H 2.96733 -3.23604 -2.53317
107 C 1.21353 4.12215 1.75076
108 C 0.45118 3.60633 2.96100
109 O 0.63112 2.18869 3.07586
110 H 0.88654 3.63397 0.83413
111 H 2.28528 3.99621 1.82956
112 H 1.00039 5.18997 1.64205
113 H -0.62501 3.83119 2.84346
114 H 0.80085 4.07960 3.88683
115 H 0.82956 1.92751 3.99255
116 C 0.94926 0.31524 -1.40779
117 C 1.31330 0.69499 0.04709
118 O 0.16769 0.88357 0.77824
119 H 1.88434 0.01955 -1.89209
120 H 0.49411 1.10732 -1.99746
121 H 0.30258 -0.56386 -1.45949
122 H 1.86782 1.63458 0.03793
123 H 1.90823 -0.10683 0.50236
124 H 0.35848 1.12471 1.71120